(1)
{
  "formula": "C3H7ClN2O",
  "method": "ωB97M-V/def2-TZVPD",
  "spin_multiplicity": 1,
  "e_above_lowest_kj_mol": 485.9,
  "homo_lumo_gap_ev": 8.7832,
  "elements": ["C", "C", "C", "H", "H", "H", "H", "H", "H", "H", "N", "N", "O", "Cl"],
  "coordinates": [[1.748388, 1.375253, -0.335902], [-0.069281, -0.222863, -0.150706], [-1.367552, 0.431147, 0.502939], [1.956015, 0.940110, -1.360611], [1.169626, 2.352908, -0.405487], [3.060542, 1.551978, 0.106242], [-0.100276, -1.323026, -0.095798], [-0.154053, 0.010640, -1.403828], [-1.235948, 1.647037, 0.540983], [-1.236037, 0.129060, 1.576818], [1.082174, 0.412387, 0.435383], [2.183005, -0.785447, 0.640248], [2.456890, -1.036522, -0.446423], [-2.814151, -0.229785, -0.177314]],
  "forces_ev_per_angstrom": [[3.7534, 1.3571, -1.0503], [-1.8527, 2.0258, -3.5255], [3.2860, 1.5016, 1.5520], [-0.2777, 0.9177, 0.6099], [1.0025, -1.2416, 0.1938], [-4.3634, -0.1910, -0.9755], [0.1060, 0.4756, 0.4136], [0.3833, -0.6596, 3.1607], [-0.7571, -3.0773, -0.5944], [-0.7008, 0.3152, -0.8653], [0.0833, -1.4490, 2.8623], [-1.8780, 2.0352, -0.7921], [1.8336, -2.1513, -0.7411], [-0.6185, 0.1418, -0.2479]]
}



(2)
{
  "formula": "F4K2N2NaO8S4",
  "method": "ωB97M-V/def2-TZVPD",
  "total_charge": 1,
  "spin_multiplicity": 1,
  "homo_lumo_gap_ev": 9.1942,
  "elements": ["Na", "K", "K", "N", "S", "O", "O", "F", "S", "O", "O", "F", "N", "S", "O", "O", "F", "S", "O", "O", "F"],
  "coordinates": [[-3.583572, 0.007884, -1.447040], [-1.138067, 0.034529, 1.975587], [2.149676, 1.191125, -1.561352], [-2.026618, 0.264758, -1.668715], [-1.011994, 1.433968, -0.814323], [0.412451, 1.651352, -1.145452], [-1.347155, 1.547339, 0.629752], [-1.658790, 2.774990, -1.466461], [-1.299990, -0.925443, -1.219425], [-1.340368, -1.285509, 0.164109], [-0.159882, -1.255138, -2.047481], [-2.456417, -1.855477, -1.807405], [0.672446, -0.625012, 1.780203], [1.457867, -1.329387, 0.471417], [2.507979, -2.314216, 0.721756], [1.402977, -0.561556, -0.773661], [0.268776, -2.392402, 0.241980], [1.669085, 0.516205, 1.806960], [1.471029, 1.545224, 0.770269], [3.015926, 0.252415, 2.287340], [0.994641, 1.324354, 3.101942]],
  "forces_ev_per_angstrom": [[-14.3714, -1.9863, 1.2391], [-7.8699, 0.0016, 6.9565], [11.2512, 1.2093, -4.3500], [12.6333, 10.8039, -0.0768], [0.2873, 5.8855, 0.4195], [-13.3141, 0.9728, 0.6707], [-0.3068, 2.2079, -6.7760], [0.0243, -1.9950, 0.5709], [4.2655, -9.6119, -2.5229], [-3.4123, 2.3308, -1.7063], [-3.0877, 0.1622, 0.5238], [-0.7165, -0.9790, -0.0831], [7.9605, -4.5951, -3.6522], [-0.3475, -7.7372, -1.8052], [-1.1179, 3.3000, -0.1369], [1.0121, -3.6699, 5.1678], [3.6197, -1.5018, 0.5497], [4.2712, 8.0590, 4.4910], [1.1810, -1.8193, 3.0676], [-2.1113, 0.0545, -1.3915], [0.1493, -1.0918, -1.1557]]
}



(3)
{
  "formula": "C21H21Cl3CsGeN4O3",
  "method": "ωB97M-V/def2-TZVPD",
  "total_charge": -2,
  "spin_multiplicity": 2,
  "e_above_lowest_kj_mol": 20.8,
  "homo_lumo_gap_ev": [5.2077, 3.8667],
  "elements": ["Cs", "O", "C", "C", "C", "C", "C", "C", "C", "N", "N", "C", "O", "C", "C", "C", "C", "C", "C", "H", "H", "H", "H", "H", "H", "H", "H", "H", "H", "Cl", "Ge", "Cl", "Cl", "N", "H", "H", "H", "C", "C", "C", "C", "C", "C", "N", "H", "H", "H", "H", "H", "H", "H", "H", "O", "C"],
  "coordinates": [[-0.109427, 0.647269, -1.797863], [-2.701399, 1.178461, -0.321887], [-3.800944, 0.556904, -0.421239], [-4.996087, 1.231400, -0.849372], [-6.211550, 0.603744, -0.966765], [-6.353570, -0.758876, -0.678021], [-5.227384, -1.450701, -0.272239], [-3.973221, -0.851856, -0.124804], [-2.890742, -1.713107, 0.331484], [-1.755044, -1.305669, 0.737104], [-0.900109, -2.277373, 1.242286], [0.277381, -2.200009, 0.683046], [0.587915, -1.478625, -0.319882], [1.347770, -3.054652, 1.304679], [1.048045, -4.089308, 2.190311], [2.059330, -4.856876, 2.745302], [3.390014, -4.601225, 2.429627], [3.695897, -3.573278, 1.549526], [2.680372, -2.811660, 0.986430], [-4.891151, 2.283320, -1.089830], [-7.073365, 1.176650, -1.298183], [-7.311836, -1.256116, -0.770646], [-5.306789, -2.511992, -0.046859], [-3.102270, -2.791977, 0.325099], [0.008007, -4.265520, 2.429491], [1.811975, -5.663385, 3.426562], [4.180055, -5.203806, 2.863266], [4.729245, -3.367586, 1.293651], [2.896739, -2.017271, 0.282938], [-2.413131, 5.131601, -5.306399], [-0.678652, 4.272210, -4.086769], [0.988516, 4.659886, -5.655979], [-0.986833, 2.050699, -4.653220], [-1.790595, 1.190388, 2.740304], [-2.168496, 1.591556, 1.879380], [-1.965057, 0.200213, 2.575977], [-0.786049, 1.266983, 2.619435], [2.845715, 3.731939, -2.263930], [3.120432, 3.110427, -0.945721], [4.326752, 3.215678, -0.163086], [4.105490, 2.473177, 0.958997], [2.768303, 1.944467, 0.823922], [2.043165, 1.068142, 1.772400], [2.205658, 2.348813, -0.325086], [3.689040, 4.318483, -2.623937], [1.964804, 4.375930, -2.205201], [2.607045, 2.971622, -3.011869], [5.210131, 3.769088, -0.442207], [4.768796, 2.294342, 1.790996], [2.696176, 0.692484, 2.558906], [1.585683, 0.227962, 1.240031], [1.227368, 1.630121, 2.233602], [1.522741, -1.622659, -2.943723], [1.005142, -2.490431, -2.430036]],
  "forces_ev_per_angstrom": [[-0.7462, 0.6937, 0.4108], [0.0677, 0.0042, -0.1137], [-0.0971, -0.0311, 0.0761], [0.0250, -0.0029, -0.0123], [-0.0010, 0.0088, -0.0103], [-0.0639, -0.0286, -0.0036], [0.0575, 0.0125, -0.0222], [-0.0915, 0.1516, -0.1004], [0.0930, -0.0061, 0.0583], [-0.0683, -0.0259, -0.0128], [0.2705, -0.0921, -0.0774], [-0.4342, -0.1710, 0.1320], [0.7014, -0.1318, 0.4197], [-0.0127, -0.0362, -0.0497], [0.0067, 0.0316, 0.0456], [0.0017, 0.0008, -0.0110], [0.0192, -0.0144, 0.0102], [0.0168, -0.0111, 0.0057], [-0.0194, -0.0169, -0.0363], [0.0148, 0.0081, 0.0060], [-0.0058, -0.0025, 0.0032], [0.0058, -0.0007, -0.0108], [0.0023, -0.0066, 0.0028], [-0.0090, 0.0031, 0.1034], [-0.0042, -0.0015, -0.0004], [-0.0024, 0.0027, 0.0054], [0.0017, 0.0026, 0.0031], [0.0053, -0.0002, 0.0038], [-0.0039, -0.0008, -0.0044], [0.0431, -0.0054, -0.0107], [0.0114, -0.0073, -0.0755], [0.0179, 0.0295, 0.0560], [-0.0590, 0.1748, -0.3374], [-0.1166, 0.0374, -0.0687], [0.0198, 0.0081, -0.0065], [0.0563, -0.0086, 0.0380], [0.0059, -0.0050, 0.0249], [-0.0048, 0.0024, 0.0025], [-0.2534, 0.0048, -0.0920], [0.1991, -0.0821, 0.2373], [0.2315, 0.1692, -0.0736], [-0.2058, -0.1205, -0.0907], [0.0243, -0.0230, -0.0232], [0.0181, -0.0093, -0.0738], [0.0017, 0.0026, -0.0015], [0.0013, 0.0002, 0.0046], [0.0049, -0.0057, 0.0005], [0.0073, 0.0006, 0.0131], [0.0143, 0.0037, -0.0017], [0.0007, -0.0061, -0.0036], [-0.0146, 0.0080, -0.0004], [0.0109, 0.0110, 0.0134], [0.1210, -0.1931, -0.1093], [0.1350, -0.3256, -0.2423]]
}



(4)
{
  "formula": "CH3N2OS",
  "method": "ωB97M-V/def2-TZVPD",
  "total_charge": 1,
  "spin_multiplicity": 1,
  "e_above_lowest_kj_mol": 135.4,
  "homo_lumo_gap_ev": 8.1221,
  "elements": ["C", "N", "S", "O", "N", "H", "H", "H"],
  "coordinates": [[-0.136313, 0.631749, -0.398799], [0.540199, -0.276222, -0.946591], [0.872771, -1.736655, 0.377648], [-0.328349, -1.002186, 1.184702], [-0.430989, 0.378791, 0.920980], [-0.588014, 1.478867, -1.011597], [0.916178, -0.451784, -1.840757], [-0.845483, 0.977439, 1.714415]],
  "forces_ev_per_angstrom": [[-1.8688, 1.3154, 1.2765], [1.2511, -3.7322, 1.5649], [0.2729, 2.5439, -1.7126], [-1.3419, 0.3542, 1.0147], [0.0268, 1.1202, -0.1299], [0.9109, -0.7437, 1.3289], [-0.0211, 0.4975, -1.3672], [0.7700, -1.3553, -1.9754]]
}



(5)
{
  "formula": "C28H22IIrN5O2SbSe4",
  "method": "ωB97M-V/def2-TZVPD",
  "total_charge": -2,
  "spin_multiplicity": 5,
  "e_above_lowest_kj_mol": 0.0,
  "homo_lumo_gap_ev": [4.4223, 5.2575],
  "elements": ["Ir", "C", "C", "N", "C", "C", "C", "O", "C", "C", "N", "C", "C", "C", "C", "C", "C", "I", "C", "O", "H", "H", "H", "H", "H", "H", "H", "H", "H", "H", "H", "H", "N", "C", "C", "C", "C", "N", "C", "C", "H", "H", "H", "H", "Se", "Sb", "Se", "Se", "Se", "C", "C", "C", "C", "C", "C", "C", "C", "N", "H", "H", "H", "H", "H", "H"],
  "coordinates": [[1.500361, -1.019557, -0.647217], [-2.488797, -3.105391, -2.780081], [-2.735021, -1.889586, -1.944246], [-4.002986, -1.544601, -1.729738], [-4.200325, -0.441287, -1.006781], [-3.206959, 0.310435, -0.416853], [-3.628646, 1.487369, 0.412219], [-3.189598, 2.748261, -0.116357], [-1.836715, -0.082522, -0.561353], [-0.879060, 0.636745, 0.198179], [0.396067, 0.321238, 0.544550], [0.969034, 1.136716, 1.494355], [0.195069, 2.012135, 2.308305], [0.743905, 2.933793, 3.167562], [2.118599, 3.034689, 3.328576], [2.903063, 2.116048, 2.655002], [2.356967, 1.177650, 1.792785], [3.731167, -0.258785, 1.133277], [-1.620726, -1.178506, -1.453742], [-0.430105, -1.574752, -1.830638], [-3.416405, -3.668139, -2.876010], [-1.711987, -3.729467, -2.338283], [-2.131434, -2.834438, -3.777526], [-5.235206, -0.140760, -0.860025], [-3.230007, 1.442739, 1.430384], [-4.724244, 1.492950, 0.482472], [-3.266845, 2.667658, -1.073098], [-1.239221, 1.587337, 0.557805], [-0.880859, 1.927896, 2.279877], [0.077257, 3.568498, 3.738997], [2.562754, 3.767670, 3.985984], [3.974132, 2.104001, 2.811512], [3.587935, 5.492350, -3.670325], [3.244784, 4.457851, -3.297116], [2.814927, 3.164436, -2.831789], [3.739492, 2.131985, -2.690583], [3.286917, 0.919268, -2.211732], [2.004563, 0.701748, -1.878539], [1.114242, 1.684667, -2.074540], [1.472062, 2.937283, -2.529617], [4.782646, 2.268314, -2.932345], [3.947242, 0.072380, -2.091414], [0.085449, 1.449057, -1.842760], [0.723920, 3.707401, -2.639955], [0.582136, -4.989655, -4.482933], [1.514215, -2.746002, -4.031666], [2.877741, -2.517849, -2.024695], [-0.198157, -0.965960, -4.227690], [2.591026, -2.882048, -6.184885], [1.062041, -2.646261, 0.626931], [0.284368, -2.289457, 1.837433], [0.910111, -1.925389, 3.038683], [0.190441, -1.517353, 4.142217], [-1.203446, -1.479891, 4.088220], [-1.854885, -1.874266, 2.915633], [-1.118770, -2.274342, 1.823050], [-1.955033, -1.069348, 5.233515], [-2.563000, -0.748842, 6.158535], [0.488561, -3.357806, 0.021707], [1.994957, -3.138819, 0.929107], [1.991088, -1.938134, 3.090374], [0.701593, -1.218593, 5.048681], [-2.936092, -1.854052, 2.862546], [-1.636302, -2.558708, 0.916061]],
  "forces_ev_per_angstrom": [[-0.3755, 0.3760, 0.3462], [-0.0544, -0.1069, -0.0431], [0.0096, -0.0678, -0.1785], [-0.1071, 0.0555, 0.0336], [-0.0738, 0.1511, 0.0482], [-0.0597, 0.0189, 0.0563], [-0.0824, -0.0737, 0.0432], [-0.0401, 0.0674, -0.0671], [-0.1417, -0.0376, -0.0316], [-0.1507, -0.0057, -0.0638], [0.3356, 0.1513, -0.2256], [0.1737, -0.0889, 0.1150], [-0.1113, -0.0844, -0.0788], [-0.0495, 0.0668, 0.0903], [-0.0181, 0.0062, -0.0251], [0.1176, -0.0542, 0.0158], [-0.1800, 0.0136, 0.0409], [0.1388, -0.0551, -0.1707], [-0.2385, 0.0542, 0.2445], [0.5005, -0.1073, 0.1766], [-0.0120, -0.0073, 0.0160], [0.0389, -0.0560, 0.0021], [-0.0450, -0.0702, 0.0812], [-0.0421, -0.0150, -0.0009], [0.0223, -0.0357, -0.0410], [0.0779, -0.0410, 0.0389], [0.0597, 0.0251, -0.0078], [-0.0610, -0.0443, -0.0332], [0.0208, 0.0332, 0.0359], [-0.0121, 0.0195, 0.0154], [0.0345, 0.0362, 0.0442], [0.0134, 0.0112, 0.0055], [-0.0747, -0.2542, 0.0937], [0.0572, 0.2350, -0.0914], [-0.0443, 0.0931, -0.0190], [-0.2812, 0.0954, -0.0035], [-0.3029, -0.0694, -0.0255], [0.1376, 0.0494, 0.1890], [0.1065, -0.1869, -0.0028], [0.3432, -0.0975, -0.0914], [0.0140, 0.0371, -0.0276], [0.0179, 0.0103, 0.0444], [-0.0175, -0.0309, 0.0571], [0.0220, 0.0512, -0.0351], [0.0804, 0.0992, -0.0379], [-0.5124, -0.0396, -0.0188], [0.3853, -0.2538, 0.1255], [0.1780, 0.2804, -0.2055], [0.2420, -0.1385, -0.3281], [-0.0105, -0.1310, 0.0087], [-0.0335, -0.0203, -0.0152], [0.0378, 0.0465, -0.0389], [-0.0303, 0.0014, -0.0352], [-0.0177, -0.0361, 0.0182], [0.0353, 0.0530, 0.0471], [0.0260, -0.0096, -0.0841], [-0.0585, 0.0195, 0.0344], [-0.0142, 0.0163, 0.0443], [0.0361, 0.0281, -0.0005], [-0.0347, 0.0344, -0.0520], [0.0479, -0.0169, -0.0183], [-0.0121, 0.0080, 0.0172], [-0.0147, 0.0075, 0.0317], [0.0035, -0.0164, -0.0627]]
}



(6)
{
  "formula": "C3H5NO2",
  "method": "ωB97M-V/def2-TZVPD",
  "spin_multiplicity": 1,
  "e_above_lowest_kj_mol": 193.3,
  "homo_lumo_gap_ev": 10.0366,
  "elements": ["O", "C", "C", "N", "C", "O", "H", "H", "H", "H", "H"],
  "coordinates": [[-1.487900, -1.727210, -0.911512], [-0.874034, -0.709813, -0.732139], [-0.890709, 0.387824, 0.366567], [0.570649, 0.864735, 0.328763], [1.395008, -0.209233, 0.237780], [0.947770, -1.329194, 0.051244], [-0.360319, -0.139046, -1.532062], [-1.125344, 0.181925, 1.410769], [-1.707240, 1.016071, -0.046688], [1.049037, 1.749551, 0.517353], [2.483080, -0.085609, 0.309927]],
  "forces_ev_per_angstrom": [[-0.2099, 0.7649, 0.5309], [-0.5485, 0.1584, -0.2969], [0.6277, 0.2227, 0.1294], [-0.4074, -0.4849, -0.0984], [-0.0166, -0.3426, -0.0187], [0.7277, -0.0673, 0.2705], [0.1403, -0.5994, -0.6313], [-0.1296, -0.5571, -0.2051], [1.0862, 0.5993, 0.2878], [-1.1757, -0.2823, -0.0429], [-0.0944, 0.5883, 0.0747]]
}